Computed, not measured: a gas-phase ion, C6H15N4 (charge +1) at a distorted geometry, with ωB97M-V/def2-TZVPD.

Results
highest occupied orbital energy: -13.28 eV
Kohn-Sham gap: 9.4 eV
energy: -12415.0123 eV
SMILES string: C=CC(C)(C)N/N=[N+](/C)N
total charge: +1
energy above the lowest of the compared OMol25 structures with the same formula, charge and spin: 401.1 kJ/mol

CARTESIAN COORDINATES (ANGSTROEM)
C  1.66  1.35  -0.78
C  0.19  1.38  -0.27
C  0.11  2.59  0.70
C  -0.59  1.35  -1.60
C  -1.61  -2.92  0.07
C  2.53  0.34  -0.82
N  -0.22  0.18  0.53
N  -0.43  -2.00  2.03
N  -0.69  -1.95  0.58
N  -0.62  -0.93  -0.06
H  1.82  2.32  -1.30
H  0.88  2.68  1.39
H  -0.77  2.67  1.26
H  0.17  3.46  -0.08
H  0.01  1.03  -2.46
H  -0.93  2.38  -1.80
H  -1.47  0.79  -1.34
H  -1.36  -3.86  0.36
H  -2.52  -2.74  0.62
H  -1.83  -2.90  -1.00
H  2.46  -0.75  -0.49
H  3.42  0.53  -1.40
H  0.13  0.19  1.46
H  -0.87  -2.86  2.24
H  0.54  -2.32  2.14

natural (NBO) analysis output, partial charges in e: -0.184, 0.079, -0.616, -0.629, -0.438, -0.415, -0.330, -0.634, 0.062, 0.148, 0.228, 0.230, 0.226, 0.237, 0.250, 0.238, 0.227, 0.222, 0.225, 0.270, 0.203, 0.226, 0.408, 0.377, 0.388

=====

Computed, not measured: a gas-phase ion, C6H15N5 (charge +2) at a distorted geometry, with ωB97M-V/def2-TZVPD.

Results
highest occupied orbital energy: -17.91 eV
Kohn-Sham gap: 11.5 eV
energy: -13895.1760 eV
SMILES string: C1=NC[N@H+](N2CC[NH2+]CC2)N1
total charge: +2
energy above the lowest of the compared OMol25 structures with the same formula, charge and spin: 297.2 kJ/mol

CARTESIAN COORDINATES (ANGSTROEM)
C  0.40  -2.15  2.42
C  -1.34  0.33  0.22
C  0.39  0.20  -1.42
C  -1.34  1.89  0.05
C  0.52  1.69  -1.46
C  1.98  -1.54  1.04
N  1.60  -1.85  2.27
N  -0.41  -2.10  1.26
N  0.13  -0.17  -0.06
N  -0.79  2.31  -1.16
N  0.36  -1.67  0.22
H  0.08  -2.44  3.38
H  -1.48  -0.08  1.20
H  -2.09  0.04  -0.48
H  -0.35  -0.15  -2.20
H  1.34  -0.33  -1.69
H  -2.34  2.32  0.15
H  -0.75  2.36  0.84
H  1.14  2.11  -0.62
H  1.01  1.95  -2.44
H  2.25  -0.53  0.67
H  2.60  -2.31  0.59
H  -1.01  -2.92  1.13
H  -1.44  1.80  -1.92
H  -0.78  3.29  -1.27
H  0.35  -2.05  -0.73

natural (NBO) analysis output, partial charges in e: 0.284, -0.255, -0.300, -0.256, -0.250, 0.043, -0.373, -0.466, -0.280, -0.483, -0.162, 0.257, 0.269, 0.202, 0.207, 0.250, 0.270, 0.243, 0.247, 0.287, 0.240, 0.235, 0.445, 0.441, 0.467, 0.438

=====

Computed, not measured: 2 unconnected molecules or ions with the total composition C6H15NO at a distorted geometry, with ωB97M-V/def2-TZVPD.

Results
highest occupied orbital energy: -9.54 eV
Kohn-Sham gap: 10.4 eV
energy: -10002.5623 eV
SMILES string: CCC(N)=O.CCC
total charge: 0
energy above the lowest of the compared OMol25 structures with the same formula, charge and spin: 115.3 kJ/mol

CARTESIAN COORDINATES (ANGSTROEM)
C  0.35  1.90  -0.77
C  1.37  0.89  -1.35
C  0.92  2.63  0.41
O  1.26  3.79  0.31
N  0.97  1.96  1.63
H  0.15  2.62  -1.58
H  -0.64  1.52  -0.47
H  1.63  0.27  -0.51
H  1.10  2.47  2.49
H  0.54  1.06  1.52
H  2.27  1.39  -1.68
H  0.79  0.29  -2.08
C  -1.11  -1.71  0.86
C  -2.11  -2.29  -0.17
C  0.24  -1.62  0.12
H  -1.52  -0.70  1.10
H  -0.87  -2.27  1.76
H  -2.60  -3.24  0.10
H  1.07  -1.09  0.60
H  0.61  -2.66  0.10
H  0.14  -1.30  -0.90
H  -2.90  -1.56  -0.35
H  -1.64  -2.36  -1.16

natural (NBO) analysis output, partial charges in e: -0.504, -0.596, 0.668, -0.609, -0.847, 0.236, 0.211, 0.203, 0.415, 0.387, 0.223, 0.211, -0.410, -0.615, -0.603, 0.188, 0.210, 0.216, 0.196, 0.207, 0.200, 0.208, 0.204

=====

Computed, not measured: C6H15NO in the gas phase at a distorted geometry, with ωB97M-V/def2-TZVPD.

Results
highest occupied orbital energy: -9.18 eV
Kohn-Sham gap: 10.1 eV
energy: -10001.1537 eV
SMILES string: CCC[C@@H](C)NCO
total charge: 0
energy above the lowest of the compared OMol25 structures with the same formula, charge and spin: 251.2 kJ/mol

CARTESIAN COORDINATES (ANGSTROEM)
C  -1.76  -0.44  0.59
C  -0.36  -0.32  0.19
C  0.37  0.38  1.31
C  1.96  0.33  1.16
C  2.69  -0.60  2.18
N  -0.15  0.58  -0.94
C  -0.62  0.04  -2.18
O  -2.07  0.12  -2.26
H  -2.38  -0.92  -0.26
H  -2.06  0.52  0.86
H  -1.82  -1.00  1.55
H  0.01  -1.29  -0.13
H  0.18  1.43  1.12
H  0.27  0.07  2.47
H  2.37  1.34  1.16
H  2.06  -0.02  0.13
H  2.31  -1.48  2.37
H  3.75  -0.78  1.80
H  2.62  -0.18  3.22
H  -0.49  1.54  -0.80
H  -0.34  -1.04  -2.15
H  -0.22  0.55  -3.04
H  -2.32  -0.23  -3.16

natural (NBO) analysis output, partial charges in e: -0.616, -0.072, -0.396, -0.395, -0.604, -0.641, 0.093, -0.755, 0.232, 0.200, 0.203, 0.191, 0.201, 0.208, 0.198, 0.204, 0.193, 0.208, 0.197, 0.369, 0.153, 0.163, 0.465

=====

Computed, not measured: C6H15NO in the gas phase at a distorted geometry, with ωB97M-V/def2-TZVPD.

Results
highest occupied orbital energy: -8.91 eV
Kohn-Sham gap: 10.0 eV
energy: -10002.3514 eV
SMILES string: CCN[C@@H](CC)CO
total charge: 0
energy above the lowest of the compared OMol25 structures with the same formula, charge and spin: 135.6 kJ/mol

CARTESIAN COORDINATES (ANGSTROEM)
C  0.90  -1.44  -2.99
C  -0.04  -0.94  -1.90
N  0.73  -0.32  -0.81
C  -1.96  -0.18  1.92
C  -0.81  -0.82  1.14
C  -0.05  0.23  0.29
C  0.86  1.07  1.17
O  0.50  2.47  1.21
H  0.39  -2.10  -3.69
H  1.78  -1.96  -2.60
H  1.25  -0.60  -3.59
H  -0.73  -0.19  -2.31
H  -0.62  -1.81  -1.56
H  1.35  -1.05  -0.47
H  -2.66  0.31  1.23
H  -1.62  0.65  2.55
H  -2.47  -0.91  2.54
H  -1.28  -1.51  0.44
H  -0.09  -1.30  1.81
H  -0.80  0.87  -0.19
H  0.83  0.79  2.22
H  1.88  1.00  0.80
H  0.21  2.74  0.32

natural (NBO) analysis output, partial charges in e: -0.608, -0.217, -0.622, -0.609, -0.411, -0.077, -0.065, -0.725, 0.208, 0.203, 0.210, 0.188, 0.160, 0.347, 0.202, 0.210, 0.211, 0.200, 0.198, 0.184, 0.174, 0.177, 0.462

=====

Computed, not measured: C6H15NO in the gas phase at a distorted geometry, with ωB97M-V/def2-TZVPD.

Results
highest occupied orbital energy: -9.02 eV
Kohn-Sham gap: 10.1 eV
energy: -10000.7092 eV
SMILES string: CCN(CC)CCO
total charge: 0
energy above the lowest of the compared OMol25 structures with the same formula, charge and spin: 294.1 kJ/mol

CARTESIAN COORDINATES (ANGSTROEM)
C  2.50  1.07  0.61
C  1.05  1.43  0.41
N  0.27  0.22  0.00
C  0.23  -0.85  1.10
C  -0.48  -2.13  0.51
C  -1.11  0.58  -0.28
C  -1.35  0.50  -1.79
O  -2.46  -0.29  -2.13
H  2.53  0.24  1.23
H  3.16  0.76  -0.25
H  2.96  1.93  1.08
H  0.63  1.94  1.23
H  0.98  2.05  -0.56
H  -0.30  -0.54  2.03
H  1.25  -1.19  1.30
H  0.31  -2.85  0.34
H  -1.05  -1.93  -0.39
H  -1.21  -2.53  1.23
H  -1.87  -0.08  0.15
H  -1.60  1.48  0.40
H  -0.47  -0.07  -2.22
H  -1.57  1.42  -2.33
H  -2.39  -1.16  -1.67

natural (NBO) analysis output, partial charges in e: -0.618, -0.208, -0.449, -0.228, -0.612, -0.285, -0.080, -0.717, 0.199, 0.216, 0.211, 0.177, 0.195, 0.173, 0.198, 0.213, 0.189, 0.208, 0.212, 0.186, 0.176, 0.189, 0.455